[1]
Density functional theory data (ωB97M-V/def2-TZVPD) for a single C9H12N6 molecule in a non-equilibrium geometry.

Results
LUMO energy   0.50 eV
E_HOMO   -8.222 eV
SMILES string   [H]/N=c1/c(C2C=CCC=C2)c(N)nnn1N
Energy above the lowest of the compared OMol25 structures with the same formula, charge and spin   51.9 kcal per mole

Geometry as ORCA input:
```
! RIJCOSX wB97M-V def2-TZVPD def2/J DEFGRID3
* xyz 0 1
H -0.035 1.712 0.224
C 2.012 -0.068 -1.591
H 3.299 -0.262 1.597
H 2.272 -0.350 -2.568
C -1.041 -0.012 0.343
C 3.139 -0.024 -0.506
H 3.758 -0.825 -0.630
N -2.346 2.096 0.275
H 3.780 0.885 -0.612
H 0.573 -1.935 0.885
N -4.518 0.724 -0.853
H 0.992 0.538 2.250
H -5.368 0.649 -0.262
C 0.264 0.688 0.122
C 0.736 0.244 -1.215
C -2.365 0.862 0.161
C 2.500 -0.003 0.958
N -3.405 -1.293 -0.291
H -4.802 0.486 -1.870
N -0.316 -2.298 0.927
H 0.015 0.229 -2.017
H -0.423 -3.170 0.539
H -3.162 2.645 0.269
N -2.426 -1.950 0.065
C -1.242 -1.359 0.473
C 1.288 0.444 1.160
N -3.455 0.074 -0.295
*
```

Mulliken population analysis, charges in e, atoms 1 to 6: atom 1 (H): 0.45, atom 2 (C): -0.72, atom 3 (H): 0.43, atom 4 (H): 0.47, atom 5 (C): -0.21, atom 6 (C): -0.87


[2]
Density functional theory data (ωB97M-V/def2-TZVPD) for 14 unconnected molecules or ions with the total composition C35H84O21S7 in a non-equilibrium geometry.

Results
LUMO energy   0.17 eV
E_HOMO   -9.710 eV

Geometry as ORCA input:
```
! RIJCOSX wB97M-V def2-TZVPD def2/J DEFGRID3
* xyz 0 1
C 0.437 -2.811 5.864
O 3.311 2.837 -2.337
H 2.668 3.042 4.129
O -2.502 3.457 3.088
H 2.204 -3.193 -1.239
H -3.875 6.255 -3.845
H 2.220 -4.364 -2.587
H 5.534 2.354 1.743
O 1.775 -4.263 3.067
H 0.448 -3.255 -0.086
H 3.267 0.362 3.264
C 2.887 0.857 -4.670
C -0.853 -3.418 6.329
C 4.733 -0.627 4.559
O 0.271 -1.416 3.751
H 5.156 0.394 4.745
C -0.550 -4.034 1.721
H -3.015 4.486 1.389
O 4.645 2.152 -0.051
O 0.541 -3.138 -2.604
H -1.984 -3.277 4.545
H 4.568 -3.441 3.521
H -2.860 5.618 -5.824
C 2.691 2.102 -5.515
H -1.557 -4.310 2.062
H 2.484 -2.729 -2.988
H -2.964 -3.016 5.988
C -4.124 -1.487 -2.260
H -4.940 2.867 -0.072
H 3.311 1.049 -3.677
H 0.569 2.777 5.601
H -5.209 -2.738 2.205
C 1.316 -5.683 0.815
C -4.556 -3.206 1.499
O -0.942 3.746 -5.901
C 1.894 -3.350 -2.286
O -3.836 1.026 -2.803
H 2.738 3.055 5.844
C -2.940 -2.456 -2.656
H 0.262 0.205 -6.955
H 0.915 -3.313 5.056
H 2.665 -0.936 4.197
C 5.273 2.999 0.905
H -3.306 2.747 0.732
H 1.355 2.688 -7.124
H -0.890 -4.510 6.295
H 2.202 -5.115 0.583
H -1.827 -0.269 -3.692
H 4.518 3.791 1.118
C 3.521 -0.634 3.620
H 2.306 4.088 -1.001
H -3.808 -1.450 1.004
H 1.274 3.286 -2.252
C -4.240 2.255 0.561
H -2.104 -0.779 6.266
C 0.597 -0.605 0.219
H 3.642 2.386 -1.545
H -2.269 5.150 -1.975
H -1.561 5.884 -3.417
H -3.136 -3.479 -2.316
C -2.226 5.076 -3.071
S 0.009 -1.246 5.174
H -5.246 -3.390 0.668
H -2.024 -2.222 -2.159
H 0.596 -1.128 -0.719
O 0.470 0.781 -3.464
H -0.146 0.609 2.634
H 2.370 4.564 4.829
H -4.226 -4.150 1.959
H 6.151 3.511 0.498
H 2.078 1.022 0.353
C -2.579 -2.267 -4.151
H -3.287 0.923 -0.641
H 3.915 -1.134 1.521
H -3.892 4.829 2.934
H 0.365 -5.458 -1.174
S -0.180 1.898 0.731
H -1.540 -2.554 -4.251
H 1.146 -2.509 6.675
O -5.177 -0.304 -4.353
C -0.795 -0.578 0.918
H -0.323 1.439 -5.923
H -2.171 -0.821 4.506
H 5.409 -2.938 1.946
O 1.254 -1.235 -4.585
H 3.393 0.030 -5.191
H -2.588 -0.497 -5.322
H -1.867 0.874 2.093
O -1.152 2.203 -0.345
O -2.911 2.269 -5.431
S -2.143 3.461 -5.187
H -4.846 2.106 1.432
H -0.999 -1.505 1.449
H -1.176 -3.730 -0.393
O -3.494 -2.330 1.240
O 6.705 -2.436 4.731
C 2.238 3.520 4.980
C 0.549 0.890 -6.202
C -3.325 4.794 -5.293
S -4.036 -0.220 -3.483
C -1.682 3.702 -3.445
O 0.422 2.978 1.470
C -1.747 -1.320 5.396
H 2.260 2.846 -4.826
C -2.588 -0.834 -4.266
C -2.931 4.660 2.484
O 0.610 -0.101 5.860
C 1.697 1.773 -6.628
H -0.969 -3.147 7.379
H -2.215 2.975 -2.791
H 0.521 -2.360 -3.206
H -3.990 -1.098 -1.270
O 6.723 -0.836 2.835
H -0.653 -6.144 0.019
C 2.271 3.720 -2.047
O -4.007 0.963 0.031
C -3.605 5.218 -3.838
C -2.019 -2.816 5.523
C 1.091 0.807 -0.083
S 1.243 0.177 -4.580
H -4.175 4.398 -5.862
C -0.311 -4.009 0.241
C 0.157 -5.412 -0.127
S 0.749 -5.067 2.392
H 1.373 -1.014 0.827
H 3.662 2.412 -5.881
H 5.285 1.552 -0.476
H 1.570 -6.751 0.895
C -0.859 0.637 1.816
C 4.883 -2.646 2.848
C 3.745 -1.696 2.472
H -0.635 3.567 -3.432
H -1.538 -0.547 0.132
H 2.277 1.254 -7.402
O 0.851 3.341 4.906
H 2.307 4.505 -2.767
H 2.854 -2.301 2.357
H 0.852 1.175 -1.105
H -4.395 4.629 -3.413
H -1.540 3.422 2.978
H -2.317 5.530 2.774
O 0.183 -6.212 3.080
H -3.189 -2.898 -4.805
S 6.016 -1.649 3.768
H -5.084 -1.976 -2.483
H -0.316 -3.080 2.201
H 4.518 -1.081 5.506
*
```

Mulliken population analysis, charges in e, atoms 1 to 6: atom 1 (C): -0.29, atom 2 (O): -0.48, atom 3 (H): 0.06, atom 4 (O): -0.42, atom 5 (H): 0.05, atom 6 (H): 0.43


[3]
Density functional theory data (ωB97M-V/def2-TZVPD) for a gas-phase ion, C4H9N4 (charge +1) in a non-equilibrium geometry.

Results
LUMO energy   -4.67 eV
E_HOMO   -15.556 eV
SMILES string   Cc1n[n+](C)nn1C
Energy above the lowest of the compared OMol25 structures with the same formula, charge and spin   78.5 kcal per mole

Geometry as ORCA input:
```
! RIJCOSX wB97M-V def2-TZVPD def2/J DEFGRID3
* xyz 1 1
C 1.571 -1.577 0.352
H 1.341 2.474 -0.641
N -1.462 0.128 -0.214
N -0.766 -0.913 0.054
H 2.527 1.141 -0.701
H -2.979 -1.231 -0.170
H 2.307 -1.466 -0.408
H 1.009 -2.494 0.212
N 0.642 0.748 -0.134
C 0.508 -0.556 0.204
H 1.855 1.656 0.929
N -0.911 1.262 -0.346
H -3.335 0.550 -0.921
C 1.700 1.629 -0.155
H -3.156 0.328 0.810
H 2.049 -1.580 1.336
C -2.900 -0.097 -0.207
*
```

Mulliken population analysis, charges in e, atoms 1 to 6: atom 1 (C): -0.97, atom 2 (H): 0.31, atom 3 (N): 1.01, atom 4 (N): -0.60, atom 5 (H): 0.29, atom 6 (H): 0.33


[4]
Density functional theory data (ωB97M-V/def2-TZVPD) for a molecular structure, C29H20IN2P2RuS4.

Results
LUMO energy (spin up / spin down)   4.19 / 4.19 eV
E_HOMO (spin up / spin down)   -1.102 / -1.823 eV
Energy above the lowest of the compared OMol25 structures with the same formula, charge and spin   0.0 kcal per mole

Geometry as ORCA input:
```
! RIJCOSX wB97M-V def2-TZVPD def2/J DEFGRID3
* xyz -2 2
C 0.480 0.732 -0.455
I -3.523 -0.451 -1.620
C -0.975 2.952 -1.613
H -3.082 5.403 -2.642
S 2.583 0.088 1.878
N -0.770 -6.001 -0.452
C 3.002 2.273 -1.952
C 3.807 -2.837 -2.805
H 1.321 -0.539 -2.645
H 2.931 6.330 2.122
C -1.826 -3.110 1.192
H 2.040 4.521 3.559
H 0.962 4.604 -1.265
C 4.782 3.572 -0.277
C -0.948 -4.888 -0.213
H 4.116 2.169 1.227
C -1.055 3.069 -4.022
H 2.303 1.768 -2.607
C 3.130 1.847 -0.630
H 0.080 1.622 -2.893
C 2.297 5.560 1.696
C 2.750 -0.904 -1.098
C -2.367 -4.075 2.101
C -1.882 4.005 -1.546
C 1.188 4.590 -0.205
C 3.828 -1.683 -0.692
S -2.032 -1.429 1.600
C 4.645 3.993 -1.593
H 3.635 3.659 -3.461
H 4.227 -1.539 0.304
H 5.230 4.827 -1.964
H 4.204 -3.603 -3.460
Ru -1.254 -0.358 -0.201
C -1.946 4.130 -3.948
C 2.198 -1.107 -2.359
H 5.187 -3.259 -1.217
H 2.264 -2.240 -4.175
H 5.467 4.088 0.388
H 2.395 6.359 -0.297
P 2.113 0.424 -0.013
C 0.983 3.560 1.959
C 1.795 4.548 2.504
N -2.818 -4.829 2.848
H 0.598 2.756 2.576
P -0.325 2.191 -0.072
S -0.474 -2.366 -1.043
C 1.992 5.581 0.341
H -0.748 2.683 -4.987
C 0.675 3.575 0.601
C -1.149 -3.493 0.071
S -1.912 1.760 1.059
C 2.725 -2.067 -3.211
C 4.356 -2.646 -1.544
C -2.364 4.593 -2.706
C -0.575 2.482 -2.857
H -2.333 4.581 -4.855
C 3.751 3.338 -2.432
H -2.224 4.345 -0.576
C 4.031 2.503 0.200
*
```

Mulliken population analysis, charges in e, atoms 1 to 6: atom 1 (C): -0.29, atom 2 (I): -0.49, atom 3 (C): 0.11, atom 4 (H): 0.37, atom 5 (S): -0.56, atom 6 (N): -0.59


[5]
Density functional theory data (ωB97M-V/def2-TZVPD) for 2 unconnected molecules or ions with the total composition C4H8N4 in a non-equilibrium geometry.

Results
LUMO energy   0.00 eV
E_HOMO   -9.112 eV
Energy above the lowest of the compared OMol25 structures with the same formula, charge and spin   174.9 kcal per mole

Geometry as ORCA input:
```
! RIJCOSX wB97M-V def2-TZVPD def2/J DEFGRID3
* xyz 0 1
H 0.459 0.829 0.680
C -0.681 -0.761 -0.180
H 0.305 -2.237 0.481
H -2.608 0.665 0.633
H 0.133 1.459 -1.096
N -1.726 -1.358 0.255
C -1.918 1.173 -0.073
C 1.825 -1.032 -0.375
H 2.468 1.526 1.174
N 1.903 1.181 0.348
H 2.122 -2.107 -0.922
H -1.917 2.262 -0.098
N 0.464 -1.224 0.269
C -0.749 0.746 -0.604
N 2.641 -0.043 -0.197
H -2.722 -1.079 -0.295
*
```

Mulliken population analysis, charges in e, atoms 1 to 6: atom 1 (H): 0.44, atom 2 (C): 0.69, atom 3 (H): 0.36, atom 4 (H): 0.37, atom 5 (H): 0.50, atom 6 (N): -0.88